(1)
The following is a DFT calculation (the ωB97M-V functional and the def2-TZVPD basis) of a molecular structure, C42H45N3O3PRuS3SeSi.

As for the net charge: -2. The calculation puts the HOMO energy (spin up / spin down) at -0.073 / -0.070 Eh. The calculation puts the calculated total energy at -6339.37317 a.u. The multiplicity is 2.

Atoms and positions in Å:
Ru 0.0214 -0.7629 0.6969
O -1.2409 1.9338 2.0658
C -1.5475 2.7494 0.9763
C -0.9608 2.1780 -0.3564
O -1.0152 2.9155 -1.3415
O -0.5587 0.9668 -0.4270
C -0.9224 4.1198 1.2783
C -1.0633 5.1983 0.4065
C -0.5075 6.4308 0.7118
C 0.1975 6.6111 1.8951
C 0.3404 5.5420 2.7641
C -0.2149 4.3043 2.4609
C -3.0758 2.9151 0.8529
C -3.8583 2.7063 1.9864
C -5.2359 2.8689 1.9442
C -5.8611 3.2479 0.7664
C -5.0900 3.4581 -0.3680
C -3.7125 3.2944 -0.3281
H -1.6663 1.0636 1.9822
H -1.5895 5.0588 -0.5258
H -0.6211 7.2532 0.0145
H 0.6396 7.5728 2.1294
H 0.9056 5.6571 3.6816
H -0.0713 3.4635 3.1250
H -3.3816 2.4125 2.9116
H -5.8197 2.6889 2.8390
H -6.9374 3.3690 0.7297
H -5.5632 3.7443 -1.3004
H -3.1184 3.4352 -1.2199
S -2.6860 -3.9129 2.8403
C -1.7744 -2.7171 2.1266
S -0.0970 -2.8621 1.7967
S -2.4132 -1.2135 1.5183
C 7.5528 -0.1053 3.5906
C 6.0538 -0.0820 3.4428
C 5.3284 1.0902 3.6074
C 3.9492 1.1385 3.4286
C 3.2469 2.4517 3.6239
C 3.2486 -0.0320 3.0706
Se 1.3478 0.1184 2.8258
C 3.9613 -1.2361 2.9844
C 3.2624 -2.5433 2.7496
C 5.3446 -1.2363 3.1476
H 7.9300 0.8718 3.8971
H 8.0414 -0.3701 2.6492
H 7.8705 -0.8370 4.3380
H 5.8520 2.0079 3.8638
H 3.9703 3.2475 3.8181
H 2.5512 2.3945 4.4661
H 2.6480 2.7152 2.7521
H 2.2427 -2.5079 3.1303
H 3.8002 -3.3564 3.2440
H 3.2063 -2.7789 1.6863
H 5.8744 -2.1811 3.0521
C 4.2457 3.6913 0.0571
C 2.9971 3.6924 -0.5503
C 2.3228 2.4954 -0.7596
C 2.8624 1.2754 -0.3414
C 4.1171 1.2986 0.2730
C 4.8081 2.4878 0.4623
Si 1.8870 -0.3289 -0.6254
C 3.2375 -1.6557 -0.8975
C 4.4376 -1.3555 -1.5510
C 5.3966 -2.3295 -1.7938
C 5.1791 -3.6395 -1.3844
C 3.9976 -3.9624 -0.7333
C 3.0448 -2.9779 -0.4965
H 4.7725 4.6243 0.2257
H 2.5390 4.6271 -0.8536
H 1.3425 2.5141 -1.2233
H 4.5689 0.3711 0.6091
H 5.7750 2.4724 0.9535
H 1.4015 -0.0624 -2.0268
H 4.6283 -0.3354 -1.8670
H 6.3198 -2.0653 -2.2981
H 5.9288 -4.4012 -1.5671
H 3.8185 -4.9786 -0.4000
H 2.1277 -3.2384 0.0242
C -1.1659 -2.2745 -4.1995
N -2.2660 -1.7496 -3.3963
C -3.0991 -2.8662 -2.9568
N -2.3696 -3.9236 -2.2640
C -1.2875 -4.3789 -3.1221
N -0.3792 -3.3183 -3.5439
C 0.3590 -2.7822 -2.3894
P -0.7424 -2.0164 -1.0987
C -1.7623 -0.9896 -2.2445
C -1.8802 -3.4797 -0.9506
H -0.5037 -1.4503 -4.4716
H -1.5898 -2.7032 -5.1133
H -3.5675 -3.3078 -3.8425
H -3.8804 -2.4847 -2.2970
H -1.7294 -4.8241 -4.0197
H -0.7149 -5.1463 -2.5963
H 1.0742 -2.0383 -2.7370
H 0.9318 -3.5917 -1.9327
H -1.1552 -0.1450 -2.5745
H -2.5985 -0.5773 -1.6758
H -2.7298 -3.2243 -0.3205
H -1.3503 -4.2977 -0.4615

Atoms 1-3, force components in eV/Å:
Ru -0.6 -0.3 0.5
O -0.1 -0.1 0.4
C 0.2 0.0 -0.1

=====

(2)
The following is a DFT calculation (the ωB97M-V functional and the def2-TZVPD basis) of a single C4H3NO molecule at a distorted geometry.

Its SMILES is C=CC(=O)C#N. The calculation puts the HOMO energy at -0.398 Eh. The calculation puts the calculated total energy at -284.10650 a.u.

Atoms and positions in Å:
C -0.5396 0.6203 1.1888
C -0.8373 -0.3047 0.2777
C 0.1105 -0.5510 -0.7893
C 1.3753 0.0663 -1.0057
H 0.5544 0.9961 1.0036
H -1.2595 0.9495 1.7299
H -1.7506 -1.0185 0.4208
N 2.4382 0.3889 -0.9443
O -0.0914 -1.1468 -1.8817

Atoms 1-3, force components in eV/Å:
C 6.4 -1.8 -5.5
C -1.3 -2.1 1.3
C -0.9 -1.6 -5.2

=====

Result set for M: 975.13, 81.07 g/mol, one per record in the order listed.